A molecular structure, C31H47BCl3MnN2O6P2 at a distorted geometry, computed with the ωB97M-V functional and the def2-TZVPD basis.

Last column: Löwdin spin population.
Cartesian coordinates (Å):
Mn 0.58366 -0.22131 -0.42579  4.64
C 3.10968 0.59274 -4.14414  0.00
C 1.69341 1.13777 -4.00611  0.01
C 0.71196 -0.13194 -4.14537  0.00
C 1.41874 2.13836 -5.15209  0.00
P 1.51474 1.63990 -2.17322  0.06
C 0.02008 2.73318 -2.30488  0.00
N -1.03254 2.42481 -1.25806  0.01
B -0.94405 1.32424 -0.32541  0.04
N -2.15812 1.40939 0.41453  0.01
C -2.37907 0.77728 1.73042  0.00
P -1.90906 -1.05239 1.89550  0.01
C -1.24045 -1.29602 3.62808  0.00
C -2.38396 -1.26126 4.61980  0.00
C -0.51455 -2.59507 3.79668  0.00
C -0.16401 -0.21504 3.85013  0.00
C -3.40316 -1.99680 1.46927  0.00
C -3.12042 -3.45329 1.67624  0.00
C -4.67228 -1.58510 2.16760  0.00
C -3.45559 -1.81204 -0.05426  0.00
C -2.92042 2.55052 0.01061  0.00
C -4.11886 3.04949 0.44357  0.00
C -4.57665 4.23756 -0.13969  0.00
C -3.89028 4.85915 -1.15680  0.00
C -2.65604 4.34712 -1.57322  0.00
C -2.14584 3.17212 -1.02118  0.00
C 2.84744 2.89752 -1.65479  0.01
C 2.38870 3.54459 -0.36035  0.00
C 3.19484 3.93947 -2.75514  0.00
C 4.11964 2.07415 -1.40433  0.00
H 3.17999 -0.05204 -5.04290  0.00
H 3.37385 -0.03107 -3.30750  0.00
H 3.88988 1.36175 -4.13298  0.00
H 0.36540 -0.32202 -5.15273  0.00
H -0.21689 -0.06199 -3.53301  0.00
H 1.20969 -1.06484 -3.81404  0.00
H 1.85916 1.67914 -6.08263  0.00
H 1.98453 3.05103 -5.03168  0.00
H 0.36969 2.34568 -5.38899  0.00
H -0.48713 2.48875 -3.30281  0.00
H 0.29444 3.80457 -2.31538  0.00
H -3.41102 0.98538 2.06058  0.00
H -1.59374 1.23960 2.34424  0.00
H -2.79995 -2.26935 4.63860  0.00
H -3.20420 -0.60603 4.30613  0.00
H -2.11814 -1.08955 5.67300  0.00
H -1.11016 -3.55091 3.68478  0.00
H -0.12292 -2.51655 4.81638  0.00
H 0.37544 -2.59611 3.15885  0.00
H -0.61183 0.77881 4.17286  0.00
H 0.45294 -0.05277 2.95558  0.00
H 0.51060 -0.53661 4.58239  0.00
H -3.15361 -3.72557 2.76677  0.00
H -2.15969 -3.82810 1.28599  0.00
H -3.86534 -4.07079 1.20083  0.00
H -4.55870 -1.54598 3.25769  0.00
H -5.49160 -2.31640 1.99576  0.00
H -5.05655 -0.63417 1.74161  0.00
H -2.52220 -2.13200 -0.55520  0.00
H -3.74239 -0.81126 -0.35870  0.00
H -4.29009 -2.36181 -0.51324  0.00
H -4.54428 2.47551 1.22972  0.00
H -5.54656 4.60143 0.08846  0.00
H -4.33631 5.77858 -1.57800  0.00
H -2.10086 4.80702 -2.32099  0.00
H 3.07713 4.35221 -0.12600  0.00
H 1.41570 3.92582 -0.51015  0.00
H 2.35198 2.78634 0.43846  0.00
H 2.33673 4.54182 -3.02921  0.00
H 3.50517 3.45338 -3.70095  0.00
H 4.00890 4.55201 -2.42256  0.00
H 3.87116 1.27625 -0.73027  0.00
H 4.94696 2.70694 -1.06842  0.00
H 4.46899 1.56329 -2.33095  0.00
Cl 4.53389 -5.57204 2.45624  0.00
C 3.87391 -4.08429 1.79274  0.00
C 4.01654 -2.94314 2.64455  0.00
C 3.52780 -1.74370 2.24649  0.00
Cl 3.65815 -0.35343 3.29829  0.00
C 2.92765 -1.57253 0.93981  0.01
O 2.38496 -0.39806 0.67716  0.06
C 2.91122 -2.77620 0.12174  0.00
C 2.23568 -2.73234 -1.18174  0.01
O 1.36308 -1.93494 -1.54000  0.04
C 3.38135 -4.01396 0.56912  0.00
H 4.53903 -2.99858 3.63826  0.00
H 2.46938 -3.55110 -1.94406  0.00
H 3.23605 -4.86880 -0.13292  0.00
O 1.03339 -5.02963 2.04283  0.00
Cl -0.00995 -4.88135 1.02443  0.00
O 0.66247 -4.56923 -0.25155  0.00
O -0.72108 -6.18975 0.89411  0.00
O -0.74524 -1.39543 1.00751  0.06

The value obtained for the total energy is -136315.692 eV. The spin multiplicity is 6. The energy relative to the best compared isomer or geometry (same formula, charge and spin) comes out at 0.0 kcal/mol. The HOMO energy (spin up / spin down) is -4.2 / -5.0 eV. The charge is -1. The expectation value of S² is 8.759.